Entry 1:
{
  "formula": "C2H7NO3S2",
  "method": "the ωB97M-V functional and the def2-TZVPD basis",
  "elements": ["C", "C", "N", "O", "O", "O", "S", "S", "H", "H", "H", "H", "H", "H", "H"],
  "xyz": [[-1.20353, 0.83928, -1.81159], [0.32289, 0.85746, -0.03117], [-0.71560, 0.38152, -0.65478], [-0.00749, 1.27492, 2.62170], [-0.06948, -0.97167, 1.73216], [2.15989, 0.32153, 1.65730], [0.27526, -2.47552, -1.24363], [0.70626, 0.22312, 1.54239], [-2.02210, 0.44762, -2.34769], [-0.47247, 1.42439, -2.38264], [-0.16645, -2.35437, -0.03104], [0.73410, 1.77485, -0.38081], [0.51347, 2.18024, 2.46939], [-1.22916, -0.44311, -0.16439], [1.17440, -3.48027, -0.97520]],
  "forces_ev_per_angstrom": [[2.15, 0.00, 0.51], [1.17, -0.27, 2.06], [-3.65, -1.43, -1.14], [2.56, 1.86, -1.44], [0.36, 0.04, 0.20], [-2.20, -0.27, 0.55], [1.03, -0.90, -1.51], [0.84, 1.56, -0.84], [-0.78, -0.77, 0.15], [-0.61, 0.14, 0.37], [-0.16, -0.13, 1.30], [0.55, 0.30, -0.02], [-1.58, -2.71, 0.69], [1.02, 1.93, -0.91], [-0.70, 0.65, 0.04]],
  "multiplicity": 1,
  "largest_force_ev_per_a": 4.08,
  "e_lumo_ha": [0.002, 0.002],
  "e_above_lowest_kcal_mol": 68.6
}

Entry 2:
{
  "formula": "C2H7NO4PS",
  "method": "the ωB97M-V functional and the def2-TZVPD basis",
  "elements": ["C", "N", "O", "C", "O", "P", "O", "O", "S", "H", "H", "H", "H", "H", "H", "H"],
  "xyz": [[-1.45429, -0.57924, 1.52550], [-0.03533, -0.67903, 1.47152], [0.63317, -0.89079, 2.46819], [0.64394, -0.59552, 0.21268], [-0.18002, 0.31209, -0.73835], [0.56611, 1.00671, -1.95087], [1.75705, 1.78172, -1.24091], [1.25602, -0.24085, -2.64211], [-0.65799, 2.09261, -3.06263], [-1.86992, -1.48353, 1.98550], [-1.87396, -0.42316, 0.53662], [-1.73913, 0.24464, 2.18946], [1.64391, -0.17268, 0.33419], [0.69157, -1.57261, -0.28283], [1.98531, 2.66399, -1.54143], [1.60807, -0.11448, -3.52734]],
  "forces_ev_per_angstrom": [[-1.70, 0.06, 0.24], [1.74, -0.64, 2.78], [-1.64, 0.56, -2.45], [-0.23, 2.05, -3.63], [1.15, -2.47, 3.25], [-1.14, 2.63, -3.06], [0.14, -0.72, 0.56], [0.00, -0.44, 0.76], [1.44, -1.27, 1.38], [0.31, -0.03, 0.00], [0.19, 0.02, 0.00], [0.25, 0.04, -0.04], [-0.13, -0.09, 0.28], [-0.14, -0.10, 0.40], [-0.22, 0.25, -0.24], [-0.02, 0.16, -0.23]],
  "multiplicity": 1,
  "largest_force_ev_per_a": 4.24,
  "smiles": "C[N+](=O)COP(O)(O)=S",
  "e_lumo_ha": -0.292,
  "e_above_lowest_kcal_mol": 0.0,
  "charge": 1
}

Entry 3:
{
  "formula": "C2H7NO4S",
  "method": "the ωB97M-V functional and the def2-TZVPD basis",
  "elements": ["O", "S", "O", "O", "C", "N", "C", "O", "H", "H", "H", "H", "H", "H", "H"],
  "xyz": [[2.06116, 1.15511, 0.97952], [2.18555, 0.02452, 0.03280], [3.38081, -0.69104, -0.11911], [1.72053, 0.61829, -1.37456], [0.88135, -1.17110, 0.32798], [-0.53960, -0.70838, -0.43261], [-1.20424, 0.49910, 0.15579], [-0.43639, 1.66232, 0.10134], [1.08731, 1.31596, -1.31229], [0.67321, -1.01245, 1.40469], [0.90531, -2.18400, 0.12662], [-0.22571, -0.43160, -1.32944], [-2.14474, 0.65848, -0.57761], [-1.56027, 0.57367, 1.19634], [0.09764, 1.81359, 0.89331]],
  "forces_ev_per_angstrom": [[0.47, -2.40, -1.22], [-2.18, 2.46, 0.80], [1.42, -0.35, -0.33], [2.04, -1.69, -0.49], [-4.53, 4.00, 0.57], [1.68, -0.24, 3.93], [-1.61, 0.18, -1.72], [0.49, 1.28, -1.14], [-1.02, 1.18, 0.78], [0.06, -0.34, -0.48], [1.19, -1.81, -0.81], [0.14, 0.18, -1.16], [2.04, -0.27, 1.73], [-0.13, -1.82, -0.31], [-0.07, -0.34, -0.13]],
  "multiplicity": 1,
  "largest_force_ev_per_a": 6.07,
  "smiles": "O=S(=O)(O)CNCO",
  "e_lumo_ha": 0.023,
  "e_above_lowest_kcal_mol": 37.2
}

Entry 4:
{
  "formula": "C2H7NO5",
  "method": "the ωB97M-V functional and the def2-TZVPD basis",
  "elements": ["O", "C", "N", "C", "O", "O", "H", "H", "H", "O", "H", "H", "O", "H", "H"],
  "xyz": [[-0.19039, 2.10466, 2.72898], [-0.82825, 1.39190, 1.99112], [-0.30786, 0.90610, 0.79568], [1.00658, 1.19215, 0.24647], [1.18036, 0.87163, -0.89689], [1.62901, 2.16813, 0.86906], [-1.85613, 1.01972, 2.16576], [-0.72372, 0.15695, 0.26391], [1.15336, 2.39076, 1.70118], [0.91189, -1.54528, -2.05449], [1.09750, -0.63836, -1.74764], [1.79617, -1.86661, -2.30034], [-1.96332, -2.55139, -1.20518], [-1.77512, -3.48929, -1.20101], [-1.13009, -2.11106, -1.35659]],
  "forces_ev_per_angstrom": [[-0.23, 0.42, 0.26], [0.33, -1.27, -1.25], [1.21, -0.35, 0.63], [-3.17, 2.52, -0.39], [1.34, -0.69, 0.28], [0.91, -0.61, -0.02], [0.29, 0.32, 0.16], [-0.64, 0.08, 0.22], [-0.02, -0.16, 0.24], [0.66, -0.03, -0.06], [-0.25, -0.18, -0.06], [-0.59, -0.07, 0.07], [-0.69, 0.19, 0.29], [0.17, -0.15, -0.03], [0.69, -0.03, -0.34]],
  "multiplicity": 1,
  "largest_force_ev_per_a": 4.07,
  "smiles": "O=CNC(=O)O.O.O",
  "e_lumo_ha": 0.010,
  "e_above_lowest_kcal_mol": 3.5
}

Entry 5:
{
  "formula": "C2H7NOS",
  "method": "the ωB97M-V functional and the def2-TZVPD basis",
  "elements": ["N", "O", "H", "H", "H", "C", "C", "S", "H", "H", "H", "H"],
  "xyz": [[-1.34139, 1.27892, 0.28701], [-1.55138, 0.53022, -0.84040], [-1.58604, 0.69925, 1.13289], [-0.30361, 1.46011, 0.31495], [-2.09106, 2.06545, 0.27614], [0.50422, -1.34559, 0.04482], [1.62293, -0.52591, -0.44310], [2.03417, 0.92349, 0.06346], [0.57626, -2.36438, -0.27497], [-0.42155, -0.78589, -0.33841], [0.28593, -1.02809, 1.07506], [2.27152, -0.90758, -1.29745]],
  "forces_ev_per_angstrom": [[-1.60, -0.19, 0.44], [-0.24, -0.35, -0.50], [0.42, 0.72, -0.56], [-0.92, 0.91, 0.49], [2.27, -0.85, 0.27], [-0.60, 2.24, -0.11], [0.72, -1.42, -1.52], [0.20, 1.48, 0.59], [-0.32, -0.58, 0.42], [0.49, -0.84, -0.88], [0.60, -1.15, 0.30], [-1.03, 0.03, 1.05]],
  "multiplicity": 1,
  "largest_force_ev_per_a": 2.44,
  "smiles": "[NH3+][O-].CC=S",
  "e_lumo_ha": 0.003,
  "e_above_lowest_kcal_mol": 99.8
}

Entry 6:
{
  "formula": "C2H7NOS2",
  "method": "the ωB97M-V functional and the def2-TZVPD basis",
  "elements": ["C", "C", "N", "O", "S", "S", "H", "H", "H", "H", "H", "H", "H"],
  "xyz": [[2.55687, -0.94854, -0.23328], [1.19926, -0.73891, 0.46612], [-3.55394, 1.32408, -0.10347], [1.00958, 0.60373, 0.74952], [-4.74241, 0.14864, -0.08579], [-0.39466, 1.20289, 0.12348], [2.63985, -1.86129, -0.74767], [2.62186, -0.06278, -0.91642], [3.49796, -0.81214, 0.38280], [1.14803, -1.37884, 1.28489], [0.41548, -0.95055, -0.19091], [-3.78109, 2.31675, -0.25719], [-2.61678, 1.15697, -0.47207]],
  "forces_ev_per_angstrom": [[0.78, 3.13, 0.64], [2.27, -0.99, -1.62], [-0.30, 0.57, -0.62], [-1.24, 2.06, 0.42], [1.00, 0.91, -0.03], [1.25, 0.21, 0.74], [-0.12, -1.13, -0.75], [0.07, -1.03, -0.06], [-1.36, -0.34, -0.09], [-0.38, -0.65, 1.99], [-0.99, -1.21, -1.19], [-0.35, -0.84, 0.37], [-0.64, -0.69, 0.19]],
  "multiplicity": 1,
  "largest_force_ev_per_a": 3.29,
  "e_lumo_ha": [-0.070, -0.032],
  "e_above_lowest_kcal_mol": 89.5
}

Entry 7:
{
  "formula": "C2H7NP",
  "method": "the ωB97M-V functional and the def2-TZVPD basis",
  "elements": ["C", "N", "C", "P", "H", "H", "H", "H", "H", "H", "H"],
  "xyz": [[-1.20593, -0.05078, 1.18572], [-0.47349, -0.16297, 0.15715], [0.86223, 0.65183, -0.06956], [-0.59680, -1.71144, -0.72492], [-1.97528, -0.73226, 1.34170], [-0.96463, 0.70631, 2.01953], [0.78322, 1.55666, -0.61805], [1.45969, -0.05106, -0.57722], [1.23828, 0.85353, 0.90321], [-1.82121, -2.23639, -0.28180], [-1.16179, -1.27184, -1.93361]],
  "forces_ev_per_angstrom": [[1.89, 2.76, 1.84], [0.69, 0.72, -0.18], [-1.97, -1.39, 0.87], [0.83, -1.00, -1.21], [-1.45, -0.95, 0.23], [-0.44, -1.04, -1.54], [-0.82, 0.61, -0.62], [1.00, -0.61, -0.57], [0.38, 0.11, 0.78], [-0.17, 0.42, 0.47], [0.07, 0.37, -0.06]],
  "multiplicity": 1,
  "largest_force_ev_per_a": 3.82,
  "smiles": "C=[N+](C)P",
  "e_lumo_ha": -0.192,
  "e_above_lowest_kcal_mol": 0.5,
  "charge": 1
}

Entry 8:
{
  "formula": "C2H7NS",
  "method": "the ωB97M-V functional and the def2-TZVPD basis",
  "elements": ["S", "H", "C", "C", "N", "H", "H", "H", "H", "H", "H"],
  "xyz": [[-1.04444, -1.05504, 2.21480], [-0.78255, -0.27449, 3.32979], [-0.02322, 0.42985, -0.24568], [-0.65889, 1.21439, -1.10708], [0.94791, -0.75178, -0.44928], [-0.04050, 0.60611, 0.75467], [-1.20955, 2.09088, -0.85306], [-0.70162, 0.92581, -2.19058], [0.42149, -1.64349, -0.49400], [1.42642, -0.92032, -1.35091], [1.66496, -0.62192, 0.39135]],
  "forces_ev_per_angstrom": [[0.38, 0.31, 0.76], [-0.11, -0.59, -0.88], [0.64, 0.67, -2.23], [0.98, -2.39, -2.29], [0.09, 0.32, 0.22], [-0.04, 0.33, 2.69], [-0.23, 0.20, 0.64], [0.13, 0.47, 0.97], [0.02, 0.38, 1.83], [0.22, 1.50, 0.26], [-2.08, -1.22, -1.97]],
  "multiplicity": 1,
  "largest_force_ev_per_a": 3.45,
  "e_lumo_ha": -0.019,
  "e_above_lowest_kcal_mol": 81.7
}

Entry 9:
{
  "formula": "C2H7NS",
  "method": "the ωB97M-V functional and the def2-TZVPD basis",
  "elements": ["S", "H", "C", "C", "N", "H", "H", "H", "H", "H", "H"],
  "xyz": [[-0.64914, 0.84930, 2.93500], [-0.18962, 0.41057, 4.14051], [0.93611, -0.38835, -0.57833], [-0.60733, -0.44842, -2.31588], [-0.14452, -1.03569, -1.28710], [1.68220, 0.02584, -1.26839], [1.39529, -1.10396, 0.10075], [0.53841, 0.43948, 0.01557], [-0.18241, 0.49984, -2.65352], [-1.42345, -0.92615, -2.84408], [-1.35554, 1.67754, 3.75546]],
  "forces_ev_per_angstrom": [[-0.22, 0.07, 0.95], [0.42, -0.44, -0.41], [0.08, -0.27, -0.36], [0.39, -0.17, 0.48], [-0.34, -0.02, 0.15], [0.01, 0.04, 0.20], [0.13, 0.05, -0.05], [-0.05, 0.26, 0.14], [-0.16, 0.04, -0.30], [-0.04, 0.16, -0.16], [-0.22, 0.29, -0.63]],
  "multiplicity": 2,
  "largest_force_ev_per_a": 0.98,
  "e_lumo_ha": [-0.180, -0.392],
  "e_above_lowest_kcal_mol": 66.2,
  "charge": 1
}

Entry 10:
{
  "formula": "C2H7NS",
  "method": "the ωB97M-V functional and the def2-TZVPD basis",
  "elements": ["C", "S", "H", "H", "H", "C", "N", "H", "H", "H", "H"],
  "xyz": [[0.17232, 1.62110, -0.39512], [-0.76035, 0.31382, -1.17602], [1.12111, 1.19312, -0.10656], [-0.39473, 2.01199, 0.44172], [0.20007, 2.47946, -1.07264], [-0.67258, -0.96573, 0.07934], [0.65771, -1.28351, 0.40505], [-1.38881, -1.76673, -0.07769], [-1.10508, -0.38037, 0.91515], [0.85791, -1.68922, 1.30396], [1.31244, -1.53394, -0.31719]],
  "forces_ev_per_angstrom": [[-0.42, 0.29, -0.54], [-0.16, 0.06, -0.08], [0.30, 0.34, 0.13], [-0.15, -0.33, 0.56], [0.45, -0.44, -0.25], [-0.15, 0.50, 1.00], [0.57, 0.24, -0.22], [-0.04, -0.20, -0.69], [-0.05, -0.25, 0.10], [-0.13, 0.10, 0.07], [-0.21, -0.31, -0.07]],
  "multiplicity": 2,
  "largest_force_ev_per_a": 1.13,
  "e_lumo_ha": [-0.117, -0.314],
  "e_above_lowest_kcal_mol": 6.2,
  "charge": 1
}